Entry 1:
C25H37BN9NaS2Si2 | the ωB97M-V functional and the def2-TZVPD basis

Gap between HOMO and LUMO = 3.162 eV
LUMO level = 3.346 eV
ΔE to the lowest compared entry with this formula, charge and spin = 1.248 eV
HOMO level = 0.2 eV

ORCA input file:
```
! RIJCOSX wB97M-V def2-TZVPD def2/J DEFGRID3
* xyz -2 1
Na -1.1415 0.4799 0.3816
C -4.7026 3.4313 0.8322
C -3.4562 3.0262 0.3234
N -3.1185 1.8403 0.8028
N -4.1040 1.4583 1.6258
C -5.0703 2.3953 1.6679
B -4.0272 0.1465 2.4336
N -2.7126 0.1231 3.2485
C -2.5534 0.2865 4.5758
C -1.2072 0.1723 4.8619
C -0.6132 -0.0699 3.6116
N -1.5305 -0.0998 2.6575
N -4.0293 -1.0787 1.5046
C -4.6429 -2.2575 1.7325
C -4.2489 -3.1435 0.7524
C -3.3640 -2.3959 -0.0434
N -3.2485 -1.1592 0.4144
H -5.2311 4.3522 0.6502
H -2.7941 3.5461 -0.3521
H -5.9527 2.2706 2.2747
H -4.9696 0.0912 3.1842
H -3.3949 0.4756 5.2230
H -0.7303 0.2478 5.8251
H 0.4255 -0.2305 3.3676
H -5.3030 -2.3945 2.5742
H -4.5245 -4.1791 0.6464
H -2.7973 -2.7058 -0.9063
C 4.8809 4.5976 1.8492
Si 3.8355 4.2848 0.2853
C 5.1357 4.3912 -1.1119
C 2.7757 5.8289 0.0508
C 3.1590 2.5375 0.3159
C 4.0771 1.4961 0.3034
C 3.6667 0.1696 0.2968
C 2.3032 -0.0768 0.2921
N 1.3860 0.8862 0.3198
C 1.7678 2.1891 0.3540
S 0.5310 3.3582 0.4798
H 5.3602 5.5798 1.7918
H 5.6705 3.8481 1.9514
H 4.2743 4.5714 2.7574
H 5.5914 5.3858 -1.1299
H 4.6899 4.2086 -2.0931
H 5.9384 3.6621 -0.9705
H 3.4259 6.7064 -0.0581
H 2.1059 5.9755 0.8961
H 2.1465 5.7359 -0.8337
H 5.1432 1.7199 0.3007
H 4.3805 -0.6432 0.2830
H 1.9232 -1.0995 0.2961
C 2.0529 -5.1202 -0.9069
Si 0.7777 -4.7827 0.4752
C 1.5754 -5.3286 2.1286
C -0.5355 -6.1720 0.1788
C 0.2662 -3.0697 0.5124
H 2.2643 -6.1875 -1.0403
H 2.9965 -4.6097 -0.6991
H 1.6691 -4.7338 -1.8562
H 1.8993 -6.3771 2.1211
H 0.8534 -5.2080 2.9424
H 2.4414 -4.7043 2.3584
H -0.1182 -7.1886 0.1993
H -1.0097 -6.0197 -0.7957
H -1.3222 -6.1137 0.9374
H -0.3102 -2.6597 1.3397
H 0.1750 -2.5033 -0.4162
S -0.1424 -0.8994 -3.3381
C -0.5058 -0.5476 -4.9100
N -0.6253 0.8070 -5.2566
C -0.8967 1.2226 -6.5050
C -1.0882 0.2940 -7.4797
C -0.9820 -1.0607 -7.1021
N -0.7039 -1.4668 -5.8911
H -0.4652 1.4608 -4.5027
H -0.9511 2.2898 -6.6644
H -1.3077 0.5876 -8.4947
H -1.1331 -1.8508 -7.8302
*
```



Entry 2:
C25H37CsN5O5 | the ωB97M-V functional and the def2-TZVPD basis

Gap between HOMO and LUMO = 6.165 eV
LUMO level = 1.792 eV
ΔE to the lowest compared entry with this formula, charge and spin = 0.820 eV
HOMO level = -4.4 eV

ORCA input file:
```
! RIJCOSX wB97M-V def2-TZVPD def2/J DEFGRID3
* xyz -1 1
Cs 0.1828 -0.0865 -0.5847
O 0.4748 2.5775 -8.1699
C -0.5867 2.0515 -7.7750
O -1.6583 1.8043 -8.3740
C -0.6355 1.7850 -6.2574
C -1.8506 1.6184 -5.6042
C -1.8598 1.3758 -4.2402
N -0.7480 1.2421 -3.5063
C 0.4162 1.4014 -4.1475
C 0.5185 1.7028 -5.4957
C 1.6207 1.2157 -3.2566
O 2.4736 2.1771 -3.2324
O 1.6824 0.1915 -2.5602
H -2.7620 1.6703 -6.1863
H -2.7995 1.2721 -3.6984
H 1.4819 1.8633 -5.9635
C 5.0825 2.9669 -1.2083
N 3.7478 2.3714 -1.0570
C 2.8378 3.3174 -0.3763
C 3.8135 1.0103 -0.4002
C 3.6540 0.9820 1.1017
C 4.8045 0.9163 1.8951
C 4.6997 0.8426 3.2810
C 3.4302 0.8606 3.8475
C 2.3022 0.9450 3.0255
C 2.3345 0.9871 1.6179
H 4.9986 3.9054 -1.7559
H 5.7215 2.2879 -1.7707
H 5.5310 3.1582 -0.2301
H 3.2282 2.2024 -2.1345
H 3.1504 3.4836 0.6522
H 1.8324 2.9043 -0.3527
H 2.8424 4.2552 -0.9311
H 4.7630 0.5708 -0.7122
H 3.0180 0.4290 -0.8528
H 5.7915 0.9086 1.4358
H 5.5859 0.7720 3.8999
H 3.3239 0.8070 4.9261
H 1.3328 1.0019 3.5250
C 0.7954 -2.8615 4.5352
C 0.0308 -1.5764 4.8548
N -1.3329 -1.5353 4.3349
C -2.4176 -1.8478 5.2548
C -2.6488 -3.3403 5.4911
C -1.5405 -1.3698 2.9806
C -2.9687 -1.4581 2.4893
N -0.6321 -1.1378 2.1014
H 1.8387 -2.7653 4.8486
H 0.7830 -3.0602 3.4626
H 0.3584 -3.7228 5.0458
H 0.5865 -0.7228 4.4700
H -0.0353 -1.4416 5.9345
H -3.3332 -1.3879 4.8953
H -2.1883 -1.3674 6.2066
H -2.7833 -3.8644 4.5416
H -3.5412 -3.4989 6.1044
H -1.7987 -3.7921 6.0072
H -3.5545 -0.6017 2.8379
H -3.4679 -2.3702 2.8281
H -2.9402 -1.4562 1.4021
H 0.3134 -1.0580 2.4785
C -5.3219 -1.4246 -1.5803
N -4.2994 -1.6942 -2.5746
C -4.6582 -1.5440 -3.9730
C -3.0355 -2.0162 -2.2080
O -2.6172 -2.1173 -1.0638
H -6.1704 -2.1018 -1.7110
H -5.6803 -0.3951 -1.6737
H -4.8953 -1.5680 -0.5909
H -5.4082 -2.2810 -4.2667
H -3.7751 -1.6730 -4.5978
H -5.0629 -0.5476 -4.1603
H -2.3753 -2.1490 -3.0785
*
```



Entry 3:
C25H37N2O2Si | the ωB97M-V functional and the def2-TZVPD basis

Gap between HOMO and LUMO = 6.325 eV
LUMO level = -3.164 eV
HOMO level = -9.5 eV

ORCA input file:
```
! RIJCOSX wB97M-V def2-TZVPD def2/J DEFGRID3
* xyz 1 1
C -1.3082 -1.9591 2.1754
C -1.7325 -0.8705 3.3539
C -0.7096 0.1887 2.9442
O 0.5183 -0.0765 2.6428
Si 1.6368 1.2881 2.2855
C 3.1604 0.2397 2.4204
C 1.4723 2.0612 0.5947
C 1.4174 2.5555 3.6261
O -1.1889 1.4019 2.6182
C -2.6485 1.3080 2.4834
C -2.9649 -0.1229 2.7735
H -2.1430 -2.7281 2.1641
H -1.2175 -1.5021 1.1573
H -0.3815 -2.5430 2.5223
H 4.0541 0.8726 2.5298
H 3.0957 -0.4338 3.2898
H 3.2946 -0.3847 1.5220
H 2.2388 2.8613 0.6227
H 1.7169 1.3993 -0.2515
H 0.4996 2.5375 0.3930
H 2.3981 2.9297 3.9353
H 0.8286 3.4085 3.2795
H 0.9252 2.1294 4.5030
H -3.0468 1.9918 3.2309
H -2.9370 1.6033 1.4741
H -3.2302 -0.6576 1.8613
H -3.8207 -0.1865 3.4586
C 4.0054 -0.4345 7.4974
N 3.5479 -1.6628 6.8965
C 4.4398 -2.7691 7.2355
C 2.2327 -1.8265 6.4750
C 1.8597 -2.8910 5.6212
C 0.6779 -2.8114 4.9243
C -0.2551 -1.7964 5.2029
C -1.6278 -1.6944 4.5132
C -2.7530 -1.7982 5.5471
C -4.0618 -1.7009 5.0238
C -5.1950 -1.7032 5.8147
C -5.0410 -1.8789 7.2279
N -6.1135 -1.7163 8.0786
C -6.1637 -2.2151 9.4450
C -7.2672 -0.8829 7.7940
C -3.7565 -2.2136 7.7334
C -2.6447 -2.0821 6.9297
C 0.0727 -0.8194 6.1436
C 1.2960 -0.8026 6.7643
H 3.8146 0.4203 6.8632
H 3.5396 -0.2491 8.4622
H 5.0783 -0.4975 7.6528
H 4.2393 -3.6857 6.6809
H 5.4806 -2.4611 7.0354
H 4.3992 -3.0185 8.3157
H 2.5764 -3.7235 5.4213
H 0.3427 -3.6857 4.3256
H -1.8042 -2.6654 3.9808
H -4.2413 -1.7269 3.9479
H -6.1903 -1.5415 5.4238
H -5.8205 -3.2441 9.5149
H -5.5850 -1.6009 10.1378
H -7.2133 -2.1775 9.7576
H -7.4475 -0.7132 6.7308
H -8.1531 -1.3632 8.2349
H -7.1865 0.1124 8.2691
H -3.6051 -2.4774 8.8059
H -1.6508 -2.3461 7.3364
H -0.7188 -0.1774 6.5261
H 1.5704 -0.0125 7.4343
*
```



Calculated strongest force on any atom, 1.542, 1.852, 6.767 eV Å⁻¹ (same order as the records).